C19H19ClN2O9S in the gas phase at a distorted geometry. Source: the OMol25 dataset; level of theory: ωB97M-V with the def2-TZVPD basis set.

```
! wB97M-V def2-TZVPD RIJCOSX def2/J DEFGRID3
* xyz 0 1
C 3.0506 2.7686 2.1121
C 1.5552 3.0784 2.0584
O 1.3069 4.4040 1.6867
C 0.8504 2.0726 1.1142
N 1.3388 2.1968 -0.2474
S 0.8754 0.8628 -1.1663
O -0.3054 0.2476 -0.6197
O 0.8457 1.2701 -2.5378
C 2.2685 -0.2069 -0.8614
C 2.1204 -1.3084 -0.0410
C 3.2180 -2.1059 0.2346
C 4.4487 -1.7787 -0.3205
Cl 5.8182 -2.7620 0.0196
C 4.5932 -0.6716 -1.1493
C 3.4908 0.1193 -1.4182
C -0.6650 2.2821 1.0645
O -1.1723 3.0130 0.2570
O -1.2941 1.5649 1.9804
C -2.7163 1.3976 1.8269
C -2.9243 0.1436 1.0182
C -2.8548 -1.0950 1.6190
C -2.8739 -2.2508 0.8435
N -2.7791 -3.5291 1.4798
O -2.7269 -3.5574 2.6938
O -2.7470 -4.5160 0.7713
C -2.9488 -2.1770 -0.5434
C -3.0172 -0.9466 -1.1589
C -3.0034 0.2239 -0.3839
O -3.0906 1.4378 -0.9476
C -2.8614 1.4796 -2.3418
O -3.5466 0.4870 -3.0221
C -3.0774 -0.7968 -2.6552
H 3.2207 1.7910 2.5529
H 3.5543 3.5206 2.7143
H 3.4651 2.7769 1.1061
H 1.1093 2.9721 3.0532
H 1.7408 4.5787 0.8429
H 1.0578 1.0569 1.4567
H 0.9404 3.0269 -0.6787
H 1.1452 -1.5330 0.3621
H 3.1239 -2.9720 0.8701
H 5.5567 -0.4399 -1.5745
H 3.5581 0.9809 -2.0621
H -3.1156 1.2983 2.8368
H -3.1312 2.2699 1.3165
H -2.7646 -1.1839 2.6912
H -2.9476 -3.0879 -1.1230
H -3.2468 2.4434 -2.6813
H -1.7731 1.4141 -2.5162
H -3.7758 -1.5105 -3.0975
H -2.0736 -0.9652 -3.0776
*
```

Values from the calculation:
E_LUMO   -0.0100 Eh
ΔE to the lowest compared entry with this formula, charge and spin   0.4624 eV
Frontier orbital gap   8.722 eV

Atom charges from the natural (NBO) analysis, given in e for atoms 1 to 8: atom 1 (C): -0.64, atom 2 (C): 0.11, atom 3 (O): -0.70, atom 4 (C): -0.19, atom 5 (N): -0.86, atom 6 (S): 2.32, atom 7 (O): -0.96, atom 8 (O): -0.93